Record 1
16
Properties=species:S:1:pos:R:3:forces:R:3:nbo_charge:R:1 method="wB97M-V/def2-TZVPD" de_lowest_ev=4.700 orbital_gap_ha=0.341 charge=0 fmax_ev_per_a=1.19
C 1.6193 -1.7314 -0.0510 0.260 0.122 -0.090 -0.68
N 0.3932 0.3405 0.6003 -0.067 -0.286 -0.726 -0.17
C -0.8782 1.1027 -0.3331 0.326 -0.433 1.054 0.63
C 0.6496 -0.6249 -0.2660 -0.077 0.169 0.783 0.46
N -2.1516 0.6205 -0.0286 -0.015 0.078 -0.011 -0.86
O 0.7011 0.1938 1.9639 -0.292 0.217 -0.444 -0.55
N -0.5551 2.2939 -0.6084 0.067 -0.147 -0.025 -0.81
N -0.2099 -0.4517 -1.2488 -0.464 0.952 -0.403 -0.72
H 0.9549 1.0927 2.2212 0.036 -0.161 -0.017 0.48
H -2.5950 1.1327 0.7214 0.057 -0.025 -0.028 0.38
H -2.2090 -0.3803 0.0906 0.055 0.086 -0.071 0.39
H -1.3671 2.8567 -0.8440 -0.028 -0.156 -0.169 0.35
H 0.0749 -0.3937 -2.2214 0.243 -0.469 0.159 0.38
H 1.1000 -2.6195 0.3144 -0.049 0.084 -0.054 0.25
H 2.1031 -1.9849 -0.9953 -0.037 -0.024 0.053 0.24
H 2.3697 -1.4472 0.6847 -0.017 -0.007 -0.012 0.24

***

Record 2
8
Properties=species:S:1:pos:R:3:forces:R:3:lowdin_spin:R:1 method="wB97M-V/def2-TZVPD" de_lowest_ev=0.000 spin_multiplicity=3 orbital_gap_ha="0.296 / 0.243" charge=0 s2=2.0114 fmax_ev_per_a=4.20
C 0.1984 0.2804 -0.2832 0.305 -4.074 0.978 0.03
C 1.2395 1.0168 -0.0617 3.046 1.038 -1.111 0.21
P 3.2651 0.6487 -0.0346 -2.060 -1.864 1.039 0.93
Cl 4.9994 -0.8055 0.9092 0.118 0.626 0.022 0.57
Cl 1.2978 2.6719 -0.4198 -0.713 1.927 0.171 0.08
Cl 3.3558 -0.3290 -1.7582 0.033 -0.068 -0.701 0.17
H 0.3672 -0.8575 -0.1943 -0.402 1.835 -0.128 0.00
H -0.8175 0.5806 -0.4090 -0.327 0.580 -0.269 0.01

***

Record 3
18
Properties=species:S:1:pos:R:3:forces:R:3:nbo_charge:R:1 method="wB97M-V/def2-TZVPD" de_lowest_ev=6.285 orbital_gap_ha="0.309 / 0.305" charge=0 fmax_ev_per_a=0.34
C 0.1507 -2.7195 -0.0354 -0.083 -0.203 0.258 -0.19
O 0.7872 -1.6536 -0.4582 0.106 0.162 -0.147 -0.35
C 0.2177 -0.4918 -0.5909 0.018 0.011 0.132 0.26
C -0.7733 0.1471 0.3440 -0.185 -0.167 0.035 -0.30
N -0.2238 1.4490 -0.0801 -0.023 0.133 0.054 -0.41
C 0.0499 2.4053 0.9658 0.006 0.139 0.087 -0.41
C 0.9447 0.8197 -0.7357 0.182 -0.018 -0.156 -0.27
H -0.7208 -2.5889 0.5975 0.093 -0.011 -0.119 0.17
H 0.7535 -3.6158 -0.0216 -0.081 0.113 -0.019 0.19
H -1.1158 -2.2484 -1.6011 -0.003 0.113 -0.056 -0.02
H -1.0388 -1.4923 -1.8021 -0.030 -0.100 0.025 -0.02
H -1.8480 0.0207 0.1678 0.163 0.002 0.030 0.21
H -0.5507 -0.1129 1.4014 -0.006 0.033 -0.122 0.17
H 0.6987 1.9996 1.7664 -0.083 0.030 -0.130 0.16
H -0.8929 2.7293 1.4195 0.145 -0.036 -0.054 0.20
H 0.5394 3.2872 0.5394 -0.067 -0.120 0.069 0.20
H 1.8698 0.8683 -0.1333 -0.122 -0.016 -0.043 0.18
H 1.1526 1.1970 -1.7435 -0.030 -0.064 0.155 0.20